DFT (ωB97M-V/def2-TZVPD) results for a cluster of 5 separate species, C19H45NO9 in total.

Gap between HOMO and LUMO in eV: 9.7
Lowest unoccupied orbital energy in eV: 0.164
E_tot in Ha: -1482.67664
Structure (SMILES): COC(=O)OCON=O.CCOCC.CCOCC.CCOCC.CCOCC
E_HOMO in eV: -9.571

```
74
C19H45NO9 | the OMol25 dataset | ωB97M-V/def2-TZVPD
C -1.844 0.863 -0.113
O -2.465 1.716 -1.108
C -3.746 1.457 -1.367
O -4.481 2.262 -1.872
O -4.114 0.187 -1.063
C -5.508 0.005 -0.990
O -5.982 0.648 0.173
N -7.049 1.570 -0.171
O -7.057 2.471 0.548
H -2.532 0.516 0.648
H -1.087 1.473 0.383
H -1.304 0.038 -0.580
H -5.674 -1.069 -0.908
H -6.019 0.381 -1.876
C -0.432 -1.829 4.224
C -0.377 -0.550 3.405
O -1.641 0.054 3.199
C -2.328 0.474 4.364
C -1.589 1.533 5.163
H -1.164 -2.519 3.802
H 0.545 -2.312 4.229
H -0.712 -1.637 5.261
H -0.001 -0.774 2.406
H 0.322 0.165 3.854
H -2.573 -0.387 4.997
H -3.273 0.882 4.006
H -0.680 1.140 5.622
H -2.226 1.911 5.963
H -1.305 2.365 4.517
C 0.941 4.863 3.547
C 1.559 4.550 2.194
O 0.638 4.056 1.241
C -0.422 4.932 0.895
C 0.037 6.235 0.261
H 0.378 4.005 3.915
H 1.721 5.107 4.268
H 0.259 5.714 3.497
H 2.304 3.761 2.308
H 2.086 5.428 1.802
H -1.057 5.130 1.765
H -1.031 4.376 0.181
H 0.568 6.870 0.972
H -0.824 6.795 -0.104
H 0.708 6.035 -0.575
C -0.063 0.311 -5.014
C 0.041 0.466 -3.506
O 0.352 -0.737 -2.824
C 1.596 -1.329 -3.156
C 2.798 -0.456 -2.839
H -0.743 -0.503 -5.266
H -0.435 1.234 -5.459
H 0.904 0.090 -5.469
H -0.923 0.785 -3.108
H 0.760 1.251 -3.246
H 1.607 -1.636 -4.208
H 1.652 -2.241 -2.560
H 2.843 0.426 -3.481
H 3.717 -1.023 -2.989
H 2.758 -0.114 -1.804
C 5.085 -6.591 -1.770
C 4.535 -5.241 -1.340
O 3.768 -4.590 -2.337
C 2.603 -5.274 -2.762
C 1.583 -5.496 -1.658
H 5.619 -6.500 -2.717
H 5.772 -6.972 -1.014
H 4.294 -7.331 -1.901
H 5.360 -4.562 -1.126
H 3.957 -5.340 -0.414
H 2.864 -6.224 -3.243
H 2.164 -4.641 -3.535
H 1.941 -6.203 -0.908
H 0.660 -5.896 -2.076
H 1.361 -4.556 -1.150
```

***

DFT (ωB97M-V/def2-TZVPD) results for a structure of composition C43H40BCaN14O4S2.

Gap between HOMO and LUMO (alpha / beta) in eV: 6.5 / 6.4
Expectation value of S²: 0.76
Relative energy (zero: lowest compared OMol25 entry of this formula, charge and spin) in eV: 0.679
Lowest unoccupied orbital energy (alpha / beta) in eV: 3.715 / 3.659
Spin multiplicity: 2
E_tot in Ha: -4229.34004
E_HOMO (alpha / beta) in eV: -2.775 / -2.774
Charge: -2

```
105
C43H40BCaN14O4S2 | the OMol25 dataset | ωB97M-V/def2-TZVPD
Ca -0.728 0.083 0.172
C -2.558 -3.240 0.031
C -2.568 -2.634 1.396
C -3.184 -3.138 2.553
C -2.866 -2.241 3.544
N -2.110 -1.268 3.002
N -1.929 -1.507 1.664
B -1.362 -0.044 3.590
N 0.167 -0.173 3.243
C 1.068 -0.870 3.956
C 2.261 -0.880 3.274
C 1.998 -0.152 2.105
C 2.905 0.193 0.971
N 0.742 0.269 2.087
N -1.964 1.277 3.026
C -2.733 2.164 3.686
C -3.216 3.079 2.781
C -2.690 2.670 1.546
C -2.847 3.317 0.206
N -1.952 1.580 1.699
N -1.421 0.062 5.131
C -0.718 0.976 5.829
C -1.016 0.818 7.162
C -1.936 -0.250 7.184
C -2.608 -0.882 8.364
N -2.176 -0.698 5.963
H -1.995 -4.176 0.040
H -2.094 -2.587 -0.709
H -3.574 -3.460 -0.298
H -3.779 -4.032 2.643
H -3.109 -2.214 4.590
H 0.792 -1.315 4.899
H 3.185 -1.349 3.566
H 3.628 0.955 1.275
H 2.341 0.582 0.121
H 3.454 -0.688 0.636
H -2.890 2.076 4.747
H -3.857 3.922 2.974
H -3.765 3.907 0.187
H -2.878 2.596 -0.609
H -2.009 3.985 -0.007
H -0.063 1.667 5.322
H -0.633 1.384 7.994
H -2.381 -0.331 9.277
H -2.278 -1.913 8.502
H -3.691 -0.899 8.237
N 1.087 3.510 1.429
C 1.311 4.293 0.222
C 1.416 3.551 -1.117
C 0.143 2.841 -1.546
O -0.506 3.273 -2.496
O -0.165 1.791 -0.865
H 1.799 2.793 1.506
H 0.221 2.985 1.339
H 2.233 4.866 0.364
H 0.506 5.031 0.147
H 2.229 2.817 -1.072
H 1.654 4.285 -1.891
S -4.064 0.081 -0.866
C -4.720 -1.325 -1.629
C -5.867 -2.026 -1.277
C -6.249 -3.147 -2.008
C -7.462 -3.847 -1.644
N -8.432 -4.392 -1.353
C -5.473 -3.574 -3.093
C -4.323 -2.873 -3.447
C -3.945 -1.745 -2.727
S -2.573 -0.728 -2.976
C -5.851 -4.738 -3.863
N -6.144 -5.655 -4.493
H -6.465 -1.705 -0.435
H -3.728 -3.213 -4.284
C 5.229 4.396 -4.392
O 5.069 3.547 -3.277
C 5.212 2.204 -3.492
C 5.530 1.636 -4.716
C 5.647 0.247 -4.812
C 5.416 -0.570 -3.730
C 5.117 0.016 -2.499
C 5.023 1.384 -2.379
N 5.676 -1.989 -3.898
N 4.942 -2.844 -3.368
C 3.690 -2.552 -2.767
C 3.375 -3.358 -1.691
C 2.280 -3.143 -0.853
C 1.405 -2.076 -1.106
O 0.439 -1.722 -0.366
C 1.604 -1.355 -2.375
N 0.599 -0.513 -2.700
C 0.651 0.123 -3.844
C 1.706 -0.071 -4.760
C 2.725 -0.920 -4.439
C 2.726 -1.581 -3.189
H 5.099 5.411 -4.027
H 4.477 4.190 -5.158
H 6.225 4.296 -4.834
H 5.684 2.241 -5.596
H 5.903 -0.209 -5.761
H 4.953 -0.613 -1.635
H 4.785 1.844 -1.430
H 4.075 -4.158 -1.471
H 2.098 -3.761 0.016
H -0.171 0.796 -4.061
H 1.694 0.443 -5.713
H 3.520 -1.108 -5.152
```

***

DFT (ωB97M-V/def2-TZVPD) results for an isolated molecule of C5H6OS.

Gap between HOMO and LUMO in eV: 8.4
Relative energy (zero: lowest compared OMol25 entry of this formula, charge and spin) in eV: 3.429
Lowest unoccupied orbital energy in eV: -0.001
E_tot in Ha: -667.41213
Structure (SMILES): C=C/C=C/OC=S
E_HOMO in eV: -8.398

```
13
C5H6OS | the OMol25 dataset | ωB97M-V/def2-TZVPD
C -2.764 -0.307 0.095
C -1.509 -0.705 -0.092
C -0.567 0.454 -0.345
C 0.745 0.098 0.125
O 1.720 1.018 -0.052
C 2.960 0.630 0.114
S 3.528 -0.822 -0.121
H -3.335 0.683 -0.104
H -3.564 -1.161 0.454
H -1.101 -1.768 -0.277
H -0.899 1.468 -0.657
H 1.097 -0.981 0.368
H 3.688 1.393 0.493
```

***

DFT (ωB97M-V/def2-TZVPD) results for a cluster of 5 separate species, C25H50BrF3O5PS in total.

Gap between HOMO and LUMO in eV: 8.5
Lowest unoccupied orbital energy in eV: -2.666
E_tot in Ha: -4971.60177
E_HOMO in eV: -11.197
Charge: +1

```
86
C25H50BrF3O5PS | the OMol25 dataset | ωB97M-V/def2-TZVPD
C 2.085 1.469 1.337
C 3.121 0.369 1.623
P 2.826 -1.090 0.523
C 1.112 -1.021 -0.104
S 2.921 -2.892 1.824
C 1.285 -3.672 1.837
C 1.051 -4.272 0.443
C -0.396 -4.077 -0.028
Br 1.487 -6.161 0.420
C 3.379 -2.389 3.509
C 2.396 -1.885 4.587
O 2.278 -2.854 5.609
C 0.965 -1.486 4.234
F 0.883 -0.840 3.050
F 0.119 -2.544 4.234
F 0.535 -0.622 5.191
H 1.078 1.086 1.434
H 2.207 1.888 0.347
H 2.161 2.253 2.080
H 3.028 0.145 2.680
H 4.099 0.781 1.415
H 0.902 -0.026 -0.471
H 0.354 -1.348 0.596
H 1.098 -1.699 -0.950
H 1.265 -4.442 2.599
H 0.500 -2.959 2.025
H 1.708 -3.787 -0.270
H -0.961 -4.982 0.145
H -0.423 -3.815 -1.077
H -0.897 -3.285 0.519
H 4.154 -1.646 3.354
H 3.898 -3.246 3.919
H 2.831 -1.002 5.045
H 2.871 -2.616 6.319
C -4.513 -1.380 -1.562
C -4.364 -0.345 -0.450
C -2.946 -0.609 0.033
O -2.211 -1.072 -1.106
C -3.119 -1.378 -2.173
H -5.288 -1.137 -2.286
H -4.738 -2.360 -1.137
H -4.436 0.660 -0.865
H -5.105 -0.443 0.343
H -2.927 -1.392 0.802
H -2.463 0.284 0.434
H -3.023 -0.603 -2.939
H -2.845 -2.338 -2.613
C 5.627 4.837 3.115
C 4.199 5.292 2.844
C 4.248 5.606 1.355
O 5.218 4.718 0.786
C 5.956 4.088 1.833
H 5.728 4.218 4.006
H 6.285 5.700 3.226
H 3.507 4.467 3.034
H 3.885 6.143 3.446
H 4.573 6.635 1.177
H 3.286 5.457 0.864
H 5.636 3.038 1.890
H 7.020 4.109 1.598
C -5.868 4.548 -2.928
C -6.424 4.300 -1.528
C -5.725 3.003 -1.144
O -4.458 3.013 -1.810
C -4.432 4.065 -2.782
H -5.933 5.585 -3.249
H -6.401 3.932 -3.656
H -6.119 5.105 -0.856
H -7.508 4.221 -1.493
H -6.288 2.129 -1.493
H -5.564 2.906 -0.070
H -3.781 4.863 -2.411
H -4.014 3.682 -3.713
C -0.665 -3.952 -4.692
C -0.260 -2.582 -5.233
C 0.233 -1.882 -3.973
O 0.778 -2.906 -3.129
C 0.410 -4.194 -3.643
H -0.699 -4.734 -5.447
H -1.648 -3.890 -4.220
H 0.556 -2.689 -5.950
H -1.072 -2.045 -5.720
H -0.592 -1.395 -3.440
H 1.003 -1.137 -4.173
H 1.296 -4.660 -4.084
H 0.065 -4.817 -2.816
```

***

DFT (ωB97M-V/def2-TZVPD) results for a cluster of 4 separate species, C27H29F24NO6 in total.

Gap between HOMO and LUMO in eV: 9.5
Lowest unoccupied orbital energy in eV: 0.483
E_tot in Ha: -3949.16035
Structure (SMILES): FC(F)C(F)(F)COC(F)(F)C(F)F.FC(F)C(F)(F)COC(F)(F)C(F)F.FC(F)C(F)(F)COC(F)(F)C(F)F.NCCCOC(=O)OCCc1ccccc1
E_HOMO in eV: -9.007

```
87
C27H29F24NO6 | the OMol25 dataset | ωB97M-V/def2-TZVPD
F -5.114 2.111 -1.862
C -4.734 2.754 -2.982
F -5.239 4.010 -2.889
C -5.242 2.061 -4.245
F -6.594 2.068 -4.292
F -4.828 2.790 -5.320
C -4.728 0.622 -4.446
O -5.597 -0.440 -4.039
C -5.542 -0.803 -2.686
F -4.498 -0.184 -2.101
F -5.260 -2.125 -2.661
C -6.868 -0.565 -1.959
F -7.236 0.729 -2.003
F -6.755 -0.899 -0.647
H -3.643 2.833 -2.986
H -4.628 0.486 -5.525
H -3.718 0.488 -4.056
H -7.669 -1.158 -2.404
F -4.928 -5.676 3.315
C -5.596 -6.822 3.081
F -4.671 -7.740 2.706
C -6.653 -6.667 1.987
F -6.078 -6.365 0.801
F -7.247 -7.884 1.818
C -7.781 -5.656 2.270
O -7.652 -4.361 1.686
C -6.905 -3.402 2.377
F -6.612 -3.851 3.613
F -7.723 -2.340 2.546
C -5.665 -2.959 1.598
F -4.840 -3.998 1.347
F -4.952 -2.053 2.310
H -6.047 -7.163 4.017
H -8.675 -6.068 1.797
H -8.031 -5.600 3.331
H -5.944 -2.510 0.644
F 7.128 1.953 1.949
C 7.632 3.178 1.703
F 6.776 3.782 0.841
C 9.033 3.120 1.096
F 9.009 2.517 -0.116
F 9.433 4.405 0.869
C 10.123 2.461 1.963
O 10.443 1.101 1.676
C 9.662 0.105 2.270
F 8.852 0.646 3.199
F 10.520 -0.696 2.939
C 8.902 -0.731 1.238
F 8.073 0.034 0.496
F 8.138 -1.664 1.853
H 7.629 3.751 2.634
H 11.046 2.999 1.741
H 9.958 2.623 3.030
H 9.595 -1.236 0.561
N 0.396 -2.780 -1.006
C -0.375 -1.605 -1.535
C 0.334 -0.300 -0.975
C -0.429 1.035 -1.280
O -0.198 1.589 -2.598
C 1.126 1.858 -2.831
O 1.610 1.481 -3.866
O 1.880 2.565 -1.920
C 3.264 2.132 -2.043
C 4.045 2.635 -0.761
C 3.114 3.043 0.433
C 2.581 1.926 1.230
C 1.742 2.294 2.375
C 1.456 3.678 2.727
C 1.987 4.751 1.900
C 2.824 4.434 0.754
H 0.678 -2.544 -0.046
H 1.288 -2.762 -1.521
H -1.401 -1.663 -1.073
H -0.412 -1.642 -2.651
H 1.413 -0.310 -1.275
H 0.325 -0.416 0.149
H -0.257 1.764 -0.440
H -1.531 0.802 -1.234
H 3.757 2.565 -2.952
H 3.348 1.012 -2.084
H 4.638 1.754 -0.386
H 4.753 3.460 -1.015
H 2.814 0.861 0.989
H 1.315 1.468 2.983
H 0.834 3.862 3.630
H 1.762 5.817 2.133
H 3.259 5.226 0.107
```

***

DFT (ωB97M-V/def2-TZVPD) results for a structure of composition C30H43BrN2P2SZn.

Gap between HOMO and LUMO in eV: 5.4
Lowest unoccupied orbital energy in eV: -6.942
E_tot in Ha: -6712.04127
E_HOMO in eV: -12.379
Charge: +2

```
80
C30H43BrN2P2SZn | the OMol25 dataset | ωB97M-V/def2-TZVPD
C -0.527 -0.888 4.674
C -0.499 -1.724 3.541
C -1.447 -2.758 3.409
C -2.272 -3.032 4.515
N -2.227 -2.280 5.630
C -1.378 -1.242 5.732
C 0.501 -1.499 2.556
C 1.343 -1.082 1.761
C 2.424 -1.286 0.860
C 2.691 -0.421 -0.288
C 3.592 -0.958 -1.257
C 4.204 -2.181 -1.031
C 4.137 -2.829 0.199
C 3.220 -2.394 1.142
Zn 1.506 0.207 -2.041
P -1.555 0.768 0.499
H -1.538 -3.338 2.498
H 0.128 -0.027 4.747
H -2.988 -3.875 4.481
H -1.368 -0.654 6.667
H 3.039 -2.922 2.082
H 2.709 0.676 -0.040
H 4.764 -3.680 0.452
H 3.832 -0.429 -2.168
C -2.596 1.908 -0.542
C -4.103 2.050 -0.322
H -2.403 1.564 -1.574
H -2.102 2.889 -0.436
H -4.472 2.734 -1.102
H -4.650 1.102 -0.430
H -4.341 2.504 0.652
C -2.681 -0.640 0.921
C -3.712 -0.485 2.033
H -1.991 -1.458 1.184
H -3.190 -0.918 -0.016
H -4.266 -1.430 2.120
H -3.271 -0.299 3.020
H -4.452 0.298 1.828
C -1.332 1.629 2.120
C -2.411 2.580 2.643
H -0.387 2.184 2.000
H -1.144 0.824 2.854
H -2.024 3.026 3.574
H -2.633 3.406 1.952
H -3.345 2.059 2.900
Br 5.057 -3.016 -2.509
P -0.548 -1.494 -2.326
C -2.397 -1.576 -2.547
C -2.956 -1.930 -3.928
H -2.758 -0.570 -2.264
H -2.826 -2.264 -1.797
H -4.054 -1.846 -3.912
H -2.589 -1.254 -4.711
H -2.717 -2.963 -4.217
C 0.175 -1.107 -3.988
C 0.421 -2.257 -4.938
H 1.172 -0.637 -3.840
H -0.448 -0.343 -4.467
H 0.911 -1.880 -5.844
H 1.095 -3.008 -4.524
H -0.494 -2.753 -5.261
C 0.015 -3.194 -1.879
C -0.728 -4.380 -2.484
H -0.072 -3.221 -0.782
H 1.093 -3.257 -2.088
H -0.304 -5.314 -2.097
H -1.790 -4.382 -2.230
H -0.635 -4.421 -3.573
S 0.672 2.366 -1.736
C 1.989 3.047 -0.826
N 2.955 3.734 -1.528
C 3.853 4.560 -0.893
C 3.908 4.554 0.478
C 3.036 3.750 1.226
C 2.101 2.956 0.561
H 2.928 3.682 -2.533
H 4.432 5.195 -1.554
H 4.666 5.148 0.986
H 3.034 3.766 2.320
H 1.467 2.222 1.066
```